The following is a DFT calculation (ωB97M-V/def2-TZVPD) of a structure of composition C4H8O3Ru at a distorted geometry.

HOMO level (spin up / spin down): -0.478 / -0.533 Eh
Spin multiplicity: 6
Energy above the lowest of the compared OMol25 structures with the same formula, charge and spin: 0.0 kcal/mol
LUMO energy (spin up / spin down): -3.55 / -6.44 eV
Total charge: +1
Frontier orbital gap (spin up / spin down): 9.45 / 8.08 eV

```
16
Properties=species:S:1:pos:R:3:nbo_charge:R:1
O 1.908 -0.079 0.422 -0.60
Ru 0.068 -0.706 0.324 1.60
O -1.374 0.214 1.111 -0.66
C -2.410 0.032 0.184 -0.15
C -2.283 -1.309 -0.568 -0.15
O -0.970 -1.560 -0.984 -0.64
H -2.401 0.849 -0.572 0.20
H -3.402 0.062 0.679 0.22
H -2.981 -1.292 -1.430 0.22
H -2.635 -2.115 0.116 0.20
C 2.796 0.570 -0.505 -0.08
C 2.520 1.189 0.790 -0.08
H 2.323 0.974 -1.400 0.22
H 3.731 0.028 -0.652 0.24
H 3.278 1.118 1.570 0.23
H 1.833 2.026 0.914 0.23
```


The following is a DFT calculation (ωB97M-V/def2-TZVPD) of a structure of composition C47H78BaGeN4O4P4 at a distorted geometry.

HOMO level (spin up / spin down): -0.346 / -0.346 Eh
Spin multiplicity: 2
LUMO energy (spin up / spin down): -1.62 / -3.91 eV
Total charge: +1
Frontier orbital gap (spin up / spin down): 7.79 / 5.51 eV

```
139
Properties=species:S:1:pos:R:3:lowdin_spin:R:1
Ba 0.057 0.087 -0.121 0.00
C -0.531 1.438 -4.732 0.00
C -1.577 0.331 -4.642 0.00
C -1.949 -0.203 -6.027 0.00
P -1.093 -0.872 -3.322 0.00
C -2.305 -2.233 -3.625 0.00
N -2.613 -3.033 -2.465 0.00
Ge -2.291 -2.489 -0.660 0.01
N -4.050 -1.839 -0.183 0.00
C -4.394 -0.453 -0.391 0.00
P -3.219 0.749 0.414 0.00
C -3.717 0.907 2.180 0.00
C -5.103 1.477 2.464 0.00
C -3.508 -0.425 2.901 0.00
C -3.679 2.364 -0.372 0.00
C -5.124 2.499 -0.851 0.00
C -2.711 2.642 -1.525 0.00
C -4.777 -2.645 0.660 0.00
C -5.896 -2.300 1.426 0.00
C -6.467 -3.221 2.294 0.00
C -5.956 -4.500 2.435 0.00
C -4.877 -4.880 1.643 0.00
C -4.330 -3.971 0.771 0.01
N -3.304 -4.338 -0.223 0.02
C -3.993 -4.690 -1.482 0.00
C -4.995 -5.638 -1.516 0.00
C -5.617 -5.943 -2.718 0.00
C -5.223 -5.272 -3.867 0.00
C -4.234 -4.304 -3.827 0.00
C -3.595 -3.986 -2.621 0.00
C -2.384 -5.349 0.260 0.12
C -2.232 -6.562 -0.371 -0.01
C -1.398 -7.537 0.177 0.17
C -0.735 -7.309 1.378 -0.01
C -0.834 -6.085 1.995 0.13
C -1.606 -5.031 1.428 0.02
N -1.649 -3.772 1.851 0.41
C -0.788 -3.308 2.899 0.04
P 0.637 -2.283 2.239 0.03
C 1.124 -1.402 3.801 0.00
C 2.603 -1.011 3.796 0.00
C 0.274 -0.135 3.956 0.00
C 2.036 -3.464 1.991 0.00
C 1.869 -4.285 0.713 0.00
C 2.389 -4.344 3.187 0.00
C 0.547 -1.615 -3.768 0.00
C 0.805 -2.781 -2.810 0.00
C 0.783 -2.055 -5.210 0.00
H -0.878 2.242 -5.384 0.00
H 0.406 1.061 -5.150 0.00
H -0.306 1.876 -3.756 0.00
H -2.489 0.769 -4.215 0.00
H -1.081 -0.546 -6.582 0.00
H -2.407 0.600 -6.608 0.00
H -2.669 -1.021 -5.987 0.00
H -1.939 -2.857 -4.453 0.00
H -3.210 -1.732 -4.002 0.00
H -5.425 -0.246 -0.099 0.00
H -4.344 -0.217 -1.462 0.00
H -2.970 1.616 2.561 0.00
H -5.887 0.867 2.012 0.00
H -5.211 2.498 2.098 0.00
H -5.289 1.493 3.540 0.00
H -4.338 -1.107 2.718 0.00
H -3.436 -0.268 3.979 0.00
H -2.601 -0.933 2.567 0.00
H -3.496 3.105 0.414 0.00
H -5.317 1.852 -1.709 0.00
H -5.313 3.524 -1.175 0.00
H -5.852 2.255 -0.079 0.00
H -2.775 1.859 -2.287 0.00
H -1.674 2.695 -1.183 0.00
H -2.941 3.591 -2.014 0.00
H -6.317 -1.307 1.363 0.00
H -7.326 -2.920 2.880 0.00
H -6.399 -5.201 3.128 0.00
H -4.475 -5.885 1.703 0.00
H -5.297 -6.136 -0.605 0.00
H -6.402 -6.685 -2.751 0.00
H -5.702 -5.497 -4.811 0.00
H -3.961 -3.787 -4.736 0.00
H -2.774 -6.770 -1.280 0.00
H -1.299 -8.490 -0.326 0.01
H -0.134 -8.091 1.822 0.00
H -0.317 -5.919 2.926 0.01
H -0.402 -4.075 3.575 0.00
H -1.359 -2.597 3.503 0.01
H 0.931 -2.069 4.648 0.00
H 2.851 -0.436 2.903 0.00
H 3.270 -1.872 3.853 0.00
H 2.808 -0.379 4.662 0.00
H 0.526 0.566 3.154 0.00
H 0.505 0.365 4.899 0.00
H -0.795 -0.325 3.945 0.00
H 2.870 -2.773 1.824 0.00
H 1.008 -4.953 0.760 0.00
H 2.755 -4.903 0.550 0.00
H 1.749 -3.643 -0.163 0.00
H 1.673 -5.156 3.307 0.00
H 2.430 -3.790 4.126 0.00
H 3.366 -4.807 3.034 0.00
H 1.271 -0.823 -3.537 0.00
H 0.122 -3.611 -3.007 0.00
H 0.657 -2.513 -1.757 0.00
H 1.826 -3.148 -2.920 0.00
H -0.005 -2.719 -5.571 0.00
H 1.725 -2.604 -5.278 0.00
H 0.853 -1.208 -5.889 0.00
C 2.834 2.110 -3.434 0.00
C 3.375 2.389 -2.046 0.00
C 3.824 3.835 -1.927 0.00
C 4.484 1.412 -1.687 0.00
O 2.217 2.160 -1.162 0.00
P 2.317 2.144 0.451 0.00
O 3.422 2.918 1.020 0.00
O 2.098 0.672 0.802 0.00
O 0.837 2.748 0.752 0.00
C 0.573 3.994 1.494 0.00
C 1.222 5.160 0.767 0.00
C 1.086 3.842 2.915 0.00
C -0.937 4.126 1.478 0.00
H 3.623 2.250 -4.173 0.00
H 2.013 2.787 -3.671 0.00
H 2.477 1.081 -3.512 0.00
H 4.614 4.024 -2.656 0.00
H 4.205 4.048 -0.932 0.00
H 2.992 4.507 -2.142 0.00
H 5.309 1.528 -2.391 0.00
H 4.124 0.383 -1.748 0.00
H 4.864 1.594 -0.683 0.00
H 2.306 5.076 0.781 0.00
H 0.937 6.092 1.258 0.00
H 0.880 5.198 -0.269 0.00
H 2.164 3.696 2.932 0.00
H 0.603 2.994 3.405 0.00
H 0.848 4.744 3.482 0.00
H -1.304 4.264 0.460 0.00
H -1.246 4.986 2.072 0.00
H -1.399 3.233 1.907 0.00
```


The following is a DFT calculation (ωB97M-V/def2-TZVPD) of a structure of composition C16H30BrInN2O2PS3V at a distorted geometry.

HOMO level: -0.492 Eh
Spin multiplicity: 1
LUMO energy: -10.95 eV
Total charge: +2
Frontier orbital gap: 2.45 eV

```
57
Properties=species:S:1:pos:R:3:lowdin_charge:R:1
C 1.194 -2.775 3.488 -0.14
C 0.271 -3.621 2.384 -0.23
C -1.155 -2.812 2.262 -0.23
C -2.361 -3.659 3.031 -0.20
C -3.765 -2.857 2.674 -0.21
C -3.787 -1.456 3.532 -0.20
C -3.391 -0.114 2.665 -0.20
C -2.250 0.837 3.411 -0.24
C -2.154 2.304 2.687 -0.19
In -0.296 2.651 1.442 0.46
Br 0.248 5.260 1.654 0.14
C -0.571 2.228 -0.770 -0.17
C 0.922 2.251 -1.451 -0.32
C 0.926 2.835 -3.016 -0.43
S 1.647 1.467 -4.073 0.80
C 1.758 1.944 -5.882 -0.97
S 1.114 3.372 -6.557 0.72
N 2.524 0.960 -6.791 -0.29
C 3.490 1.225 -7.924 -0.01
C 3.918 -0.298 -8.360 -0.03
N 3.191 -1.287 -7.447 0.01
C 2.299 -0.518 -6.452 -0.13
P 1.773 1.412 2.221 0.27
O 3.163 2.332 1.608 -0.33
O 1.955 -0.197 1.493 -0.34
S 2.003 1.314 4.151 0.50
H 0.973 -1.620 3.449 0.02
H 2.338 -2.939 3.301 0.08
H 0.863 -3.145 4.570 0.10
H 0.787 -3.721 1.335 0.10
H -0.003 -4.705 2.800 0.12
H -1.107 -1.755 2.808 0.08
H -1.476 -2.567 1.147 0.11
H -2.141 -3.569 4.181 0.12
H -2.379 -4.788 2.718 0.12
H -3.862 -2.720 1.511 0.11
H -4.662 -3.541 3.025 0.12
H -3.107 -1.625 4.490 0.12
H -4.897 -1.338 3.945 0.13
H -3.081 -0.337 1.557 0.11
H -4.380 0.543 2.604 0.13
H -1.215 0.310 3.549 0.09
H -2.678 1.021 4.510 0.16
H -3.102 2.391 1.966 0.10
H -2.244 3.127 3.519 0.09
H -1.117 1.195 -0.958 0.11
H -1.182 3.115 -1.227 0.10
H 1.380 1.150 -1.475 0.11
H 1.656 2.909 -0.819 0.09
H 1.559 3.846 -3.028 0.13
H -0.200 3.031 -3.349 0.12
H 3.806 2.282 -8.314 0.14
H 4.700 -0.545 -9.220 0.14
H 1.639 -1.015 -5.622 0.14
H 3.212 2.078 0.620 0.07
H 2.943 -0.405 1.651 0.10
V 4.311 0.536 -5.223 0.74
```


The following is a DFT calculation (ωB97M-V/def2-TZVPD) of the molecule C19H16F3N5O at a distorted geometry.

HOMO level: -0.322 Eh
Spin multiplicity: 1
LUMO energy: -0.49 eV
Frontier orbital gap: 8.26 eV
SMILES: O=C1N=C2C=C[C@@H](c3c4nc(C(F)(F)F)ccc4nn3CC3CCC3)C=C2N1

```
44
Properties=species:S:1:pos:R:3:nbo_charge:R:1
O 1.838 5.491 -1.918 -0.56
C 1.474 4.350 -2.073 0.73
N 2.304 3.381 -2.661 -0.43
C 1.669 2.279 -2.463 0.21
C 2.146 0.999 -2.898 -0.22
C 1.364 -0.092 -2.630 -0.09
C 0.071 0.002 -1.808 -0.33
C 0.210 -0.787 -0.542 0.17
C 0.993 -0.364 0.503 0.03
N 1.773 0.730 0.611 -0.37
C 2.441 0.876 1.759 0.10
C 3.511 1.991 1.895 0.97
F 4.620 1.439 2.512 -0.33
F 3.006 3.042 2.606 -0.31
F 3.932 2.450 0.651 -0.31
C 2.285 -0.013 2.827 -0.24
C 1.443 -1.108 2.738 -0.16
C 0.797 -1.273 1.526 0.13
N -0.047 -2.199 1.195 -0.29
N -0.456 -1.891 -0.059 -0.12
C -1.529 -2.650 -0.730 -0.21
C -2.937 -2.413 -0.168 -0.23
C -3.317 -1.032 0.369 -0.41
C -3.709 -1.668 1.720 -0.40
C -3.282 -3.021 1.198 -0.41
C -0.378 1.409 -1.513 -0.20
C 0.404 2.474 -1.831 0.19
N 0.250 3.814 -1.678 -0.63
H 3.116 0.902 -3.356 0.24
H 1.733 -1.088 -2.923 0.22
H -0.674 -0.390 -2.473 0.25
H 2.933 0.133 3.694 0.23
H 1.352 -1.792 3.562 0.23
H -1.330 -3.728 -0.602 0.23
H -1.525 -2.387 -1.789 0.21
H -3.663 -2.750 -0.922 0.21
H -4.213 -0.574 -0.051 0.21
H -2.494 -0.288 0.415 0.20
H -4.781 -1.548 1.956 0.20
H -3.092 -1.276 2.547 0.21
H -2.444 -3.474 1.706 0.23
H -4.112 -3.730 1.116 0.21
H -1.375 1.533 -1.054 0.22
H -0.305 4.239 -0.964 0.42
```


The following is a DFT calculation (ωB97M-V/def2-TZVPD) of a cluster of 2 separate species, C4H6O2 in total at a distorted geometry.

HOMO level: -0.366 Eh
Spin multiplicity: 1
Energy above the lowest of the compared OMol25 structures with the same formula, charge and spin: 73.1 kcal/mol
LUMO energy: 0.36 eV
Frontier orbital gap: 10.33 eV
SMILES: C=C=CC=O.O

```
12
Properties=species:S:1:pos:R:3:nbo_charge:R:1
C 0.808 1.932 -0.068 -0.50
C -0.031 0.970 -0.195 0.18
C -0.869 0.013 -0.394 -0.43
C -2.126 -0.155 0.316 0.40
O -2.849 -1.083 0.102 -0.51
H 0.712 2.938 -0.510 0.24
H 1.734 1.998 0.465 0.24
H -0.516 -0.558 -1.250 0.26
H -2.586 0.725 1.015 0.12
O 2.164 -2.076 0.041 -0.93
H 1.945 -2.899 -0.236 0.46
H 1.616 -1.805 0.713 0.47
```


The following is a DFT calculation (ωB97M-V/def2-TZVPD) of a structure of composition C6H9O2 at a distorted geometry.

HOMO level: -0.094 Eh
Spin multiplicity: 1
Energy above the lowest of the compared OMol25 structures with the same formula, charge and spin: 128.7 kcal/mol
LUMO energy: 2.72 eV
Total charge: -1
Frontier orbital gap: 5.29 eV

```
17
Properties=species:S:1:pos:R:3:lowdin_charge:R:1
O -0.241 -1.738 -2.136 -0.08
C 0.034 -2.346 -1.090 -0.73
O 0.137 -3.597 -0.916 -0.07
C 0.180 -1.462 0.117 0.01
C 0.652 -0.147 -0.137 -0.04
C 0.449 0.975 0.772 -0.54
C 0.064 0.671 2.113 -0.09
C 0.595 2.269 0.266 -0.04
H -0.600 -0.569 -0.227 0.19
H 0.206 -1.882 1.056 0.10
H 0.988 0.172 -1.147 0.14
H -1.645 0.668 -1.962 0.03
H 0.193 -0.333 2.531 -0.01
H -0.092 1.537 2.744 0.00
H 0.430 3.144 0.930 0.04
H 0.948 2.416 -0.793 0.03
H -2.298 0.222 -2.121 0.05
```


The following is a DFT calculation (ωB97M-V/def2-TZVPD) of a structure of composition C16H14BF5IrN6 at a distorted geometry.

HOMO level (spin up / spin down): -0.475 / -0.565 Eh
Spin multiplicity: 6
LUMO energy (spin up / spin down): -6.90 / -11.27 eV
Total charge: +2
Frontier orbital gap (spin up / spin down): 6.02 / 4.11 eV

```
43
Properties=species:S:1:pos:R:3:nbo_charge:R:1
H 0.100 2.315 1.575 0.21
N 0.332 1.391 -0.294 -0.38
B 0.756 0.827 -2.713 0.52
N 0.712 1.831 -1.540 -0.31
C 1.015 3.136 -1.477 0.06
Ir -0.353 -0.671 0.118 1.45
H 1.340 3.582 -2.400 0.25
C 0.827 3.564 -0.165 -0.31
H 0.968 4.534 0.259 0.27
C 0.399 2.437 0.549 0.01
H 1.089 1.253 -3.779 0.02
C -1.716 -1.865 0.671 -0.84
H -2.545 -1.147 0.868 0.25
H -1.502 -2.371 1.619 0.26
H -1.936 -2.616 -0.036 0.26
N -0.672 0.209 -2.742 -0.30
N 1.674 -0.302 -2.182 -0.31
N -1.293 -0.283 -1.583 -0.36
N 1.374 -0.864 -0.970 -0.31
C -1.543 0.151 -3.783 0.10
C 2.865 -0.788 -2.596 0.11
H -1.293 0.566 -4.740 0.26
H 3.328 -0.420 -3.501 0.26
C -2.769 -0.358 -3.302 -0.29
C 3.342 -1.680 -1.636 -0.29
C -2.583 -0.593 -1.926 0.02
C 2.392 -1.690 -0.609 0.02
H -3.672 -0.427 -3.845 0.27
H 4.266 -2.205 -1.630 0.27
H -3.253 -0.992 -1.172 0.24
H 2.340 -2.271 0.297 0.25
H 0.520 -1.989 0.322 -0.07
F 1.528 -1.814 2.431 -0.27
C 0.532 -1.031 2.960 0.50
C -0.386 -0.345 2.167 -0.51
C -1.266 0.532 2.808 0.47
F -2.181 1.286 2.127 -0.25
C -1.313 0.630 4.206 0.40
F -2.201 1.409 4.849 -0.21
C -0.449 -0.142 4.966 0.26
F -0.532 -0.128 6.304 -0.23
C 0.486 -0.968 4.355 0.42
F 1.269 -1.691 5.170 -0.20
```


The following is a DFT calculation (ωB97M-V/def2-TZVPD) of a structure of composition C40H62CsN9O7P2S2 at a distorted geometry.

HOMO level: -0.270 Eh
Spin multiplicity: 1
Energy above the lowest of the compared OMol25 structures with the same formula, charge and spin: 42.7 kcal/mol
LUMO energy: -0.05 eV
Frontier orbital gap: 7.31 eV

```
123
Properties=species:S:1:pos:R:3:lowdin_charge:R:1
Cs -0.098 -0.484 0.320 1.49
O 2.369 -3.567 -2.608 0.01
C 2.029 -2.999 -1.560 -0.51
N 2.226 -1.745 -1.185 0.09
C 3.313 -1.000 -1.452 -0.48
O 4.479 -1.386 -1.466 0.05
C 3.045 0.476 -1.657 -0.21
C 3.885 1.184 -2.513 -0.01
C 3.665 2.538 -2.693 -0.06
C 2.625 3.143 -2.001 -0.06
C 1.841 2.357 -1.172 -0.16
N 2.036 1.052 -1.005 0.02
C 1.169 -3.820 -0.625 -0.20
C 1.644 -5.060 -0.196 0.01
C 0.825 -5.857 0.578 -0.06
C -0.460 -5.415 0.872 -0.07
C -0.847 -4.180 0.383 -0.16
N -0.053 -3.387 -0.328 0.03
H 4.690 0.662 -3.011 0.12
H 4.299 3.113 -3.356 0.10
H 2.424 4.202 -2.098 0.10
H 1.012 2.793 -0.627 0.07
H 2.634 -5.380 -0.490 0.12
H 1.168 -6.820 0.937 0.10
H -1.146 -6.023 1.449 0.10
H -1.852 -3.801 0.553 0.09
O -1.983 -0.936 -1.296 -0.81
S -3.087 -1.919 -1.267 0.95
C -4.429 -1.224 -2.339 -0.30
C -4.171 -1.203 -3.843 -0.21
C -2.859 -0.520 -4.253 -0.24
C -2.868 0.984 -4.044 -0.29
S -1.218 1.848 -4.059 0.98
O -0.825 1.961 -2.635 -0.53
C -0.225 0.552 -4.830 -0.39
C -0.296 0.415 -6.210 -0.11
C 0.428 -0.593 -6.826 -0.08
C 1.227 -1.436 -6.062 -0.07
C 1.315 -1.272 -4.686 -0.04
C 0.581 -0.270 -4.062 -0.06
C -2.630 -3.288 -2.349 -0.40
C -1.396 -3.282 -2.972 -0.08
C -1.020 -4.365 -3.754 -0.04
C -1.885 -5.439 -3.908 -0.07
C -3.125 -5.439 -3.279 -0.08
C -3.498 -4.363 -2.487 -0.10
H -4.548 -0.217 -1.934 0.08
H -5.328 -1.797 -2.101 0.09
H -5.019 -0.706 -4.326 0.12
H -4.148 -2.228 -4.212 0.11
H -2.663 -0.747 -5.301 0.12
H -2.049 -0.953 -3.674 0.07
H -3.221 1.242 -3.045 0.08
H -3.484 1.493 -4.788 0.09
H -0.916 1.089 -6.793 0.11
H 0.377 -0.713 -7.901 0.10
H 1.797 -2.220 -6.544 0.11
H 1.949 -1.925 -4.099 0.09
H 0.633 -0.102 -2.993 0.09
H -0.727 -2.444 -2.834 0.09
H -0.041 -4.362 -4.215 0.11
H -1.593 -6.285 -4.518 0.10
H -3.798 -6.278 -3.398 0.10
H -4.457 -4.362 -1.979 0.11
C 3.746 -0.120 3.998 -0.07
N 2.418 -0.178 4.605 -0.29
C 2.394 -0.547 6.006 -0.11
P 1.130 0.297 3.706 0.49
O 1.284 0.143 2.263 -0.55
O -0.012 -0.717 4.332 -0.27
P -1.441 -1.106 3.724 0.47
O -1.660 -0.845 2.298 -0.51
N -1.558 -2.692 4.193 -0.28
C -0.647 -3.383 5.089 -0.09
C -2.492 -3.557 3.490 -0.09
N -2.452 -0.167 4.677 -0.30
C -2.423 -0.410 6.111 -0.11
C -3.784 0.122 4.158 -0.10
N 0.645 1.824 4.148 -0.27
C 0.586 2.199 5.552 -0.09
C -0.477 2.354 3.369 -0.10
H 4.354 0.666 4.455 0.09
H 3.649 0.077 2.933 0.08
H 4.256 -1.076 4.135 0.09
H 3.000 0.139 6.606 0.09
H 2.804 -1.554 6.133 0.09
H 1.375 -0.538 6.389 0.07
H 0.008 -2.674 5.587 0.06
H -0.029 -4.101 4.540 0.09
H -1.215 -3.927 5.849 0.09
H -3.077 -2.974 2.779 0.08
H -3.175 -4.037 4.198 0.09
H -1.960 -4.336 2.942 0.06
H -1.415 -0.680 6.423 0.07
H -3.108 -1.217 6.402 0.09
H -2.719 0.498 6.642 0.09
H -3.732 0.209 3.075 0.08
H -4.138 1.068 4.573 0.08
H -4.506 -0.660 4.426 0.09
H 1.478 1.858 6.070 0.07
H -0.307 1.798 6.049 0.08
H 0.552 3.288 5.622 0.09
H -0.407 1.999 2.343 0.05
H -0.432 3.445 3.381 0.08
H -1.440 2.041 3.788 0.08
C 0.253 6.561 0.577 -0.05
C -1.003 5.698 0.464 -0.64
C -1.914 5.955 1.675 -0.05
C -1.748 6.042 -0.824 -0.05
N -0.536 4.309 0.413 -0.09
N -1.502 3.303 0.154 0.03
H -0.012 7.616 0.665 0.08
H 0.881 6.419 -0.303 0.08
H 0.835 6.275 1.457 0.08
H -2.243 6.996 1.701 0.08
H -1.376 5.740 2.602 0.07
H -2.803 5.320 1.641 0.07
H -1.918 7.118 -0.872 0.08
H -2.720 5.548 -0.868 0.07
H -1.166 5.738 -1.695 0.09
H -0.091 4.080 1.293 0.08
H -1.485 3.089 -0.838 0.04
H -2.437 3.588 0.426 0.06
```


no.,total energy (eV)
1,-12989.1604
2,-158522.6051
3,-166818.5486
4,-37611.5587
5,-8337.2928
6,-10458.4357
7,-42837.0387
8,-111029.1467